Entry from the OMol25 dataset: a 16-piece molecular cluster, C36H111N7O16 overall (wB97M-V/def2-TZVPD).

Geometry as XYZ:
```
170
C36H111N7O16, DFT wB97M-V/def2-TZVPD
C 8.29336 11.30563 10.58449
C 7.78037 12.66300 10.16428
C 8.68236 13.75815 10.58842
O 8.95285 13.61363 12.01171
C 9.93361 14.53352 12.47780
N 7.63585 12.78312 8.73857
H 8.53209 11.29823 11.69022
H 9.21258 11.08382 10.04562
H 7.55318 10.54175 10.24022
H 6.89375 12.85875 10.76138
H 8.24819 14.75660 10.39097
H 9.67791 13.71552 10.15918
H 10.84428 14.36636 11.92523
H 10.13484 14.39762 13.52904
H 9.55922 15.53667 12.33526
H 8.37804 12.38243 8.18940
H 6.72675 12.37264 8.52769
C 18.56478 21.47296 18.68904
C 18.31871 20.11538 18.08910
C 17.25252 20.18926 16.99342
O 15.99473 20.52285 17.54079
C 14.98912 20.22677 16.59709
N 19.50322 19.54710 17.52111
H 18.83506 22.22390 17.97667
H 19.40076 21.54616 19.40492
H 17.69250 21.81497 19.25011
H 17.81103 19.51920 18.85028
H 17.19252 19.21973 16.48424
H 17.52488 20.98739 16.29418
H 15.09917 20.80408 15.65088
H 14.02026 20.40517 17.06806
H 15.02644 19.15977 16.33017
H 20.34377 19.58630 18.13440
H 19.38412 18.54685 17.45851
C 13.00762 21.42209 20.86118
C 14.26994 20.68661 21.19522
C 14.26195 20.20309 22.64531
O 15.37140 19.37426 22.82028
C 15.82252 19.35673 24.11441
N 14.47497 19.50978 20.31304
H 12.17428 20.69730 20.95201
H 12.91670 21.85057 19.85691
H 12.75065 22.21860 21.58087
H 15.16173 21.31296 21.09189
H 13.34548 19.68894 22.88409
H 14.36768 21.03649 23.33349
H 16.11829 20.36367 24.45981
H 16.67750 18.67958 24.10908
H 15.03018 19.01124 24.78928
H 14.76553 19.85427 19.41139
H 15.33186 19.04759 20.64472
C 9.85176 17.96304 16.11180
C 10.63068 19.16072 15.62807
C 10.24946 20.43346 16.43878
O 9.00076 20.87244 16.02886
C 8.45605 21.93585 16.76324
N 12.08081 19.10570 15.66482
H 10.01738 17.08881 15.43332
H 8.77186 18.03598 16.15877
H 10.18626 17.67249 17.12407
H 10.34104 19.24366 14.55015
H 10.96403 21.27239 16.35638
H 10.17730 20.10893 17.48364
H 8.24826 21.63485 17.80272
H 7.52630 22.20574 16.26810
H 9.20224 22.78900 16.73307
H 12.45991 18.60820 16.49019
H 12.38341 18.58983 14.85910
C 14.69775 15.30122 19.16159
C 14.03347 15.05750 17.84085
C 12.54039 14.81040 17.99575
O 11.89040 14.58922 16.77687
C 10.51688 14.18103 16.90190
N 14.39381 16.20684 16.97338
H 14.21751 16.14283 19.64790
H 15.70715 15.62719 19.01528
H 14.64413 14.46753 19.85026
H 14.43337 14.12458 17.35861
H 12.08419 15.67512 18.47740
H 12.39153 13.92012 18.61894
H 10.48374 13.24137 17.45278
H 10.10666 13.99622 15.93264
H 9.96371 14.96855 17.41426
H 13.75756 16.90528 17.34356
H 14.20114 15.94474 16.00046
C 11.84950 14.97236 21.43280
C 10.91573 15.83279 22.23943
C 10.55891 17.11341 21.44505
O 10.33477 16.97734 20.06879
C 9.01158 16.87395 19.71917
N 9.82074 14.95759 22.70108
H 11.28765 14.46869 20.64256
H 12.36717 14.22124 22.02182
H 12.59475 15.60158 20.87008
H 11.36332 16.23804 23.18792
H 11.42297 17.75146 21.55024
H 9.71610 17.60564 21.96785
H 8.51964 17.83084 19.70116
H 8.43099 16.24320 20.42689
H 8.92845 16.40900 18.73990
H 9.07585 15.45532 23.18828
H 9.43588 14.33263 21.97798
C 14.68982 10.22548 22.20254
C 13.43265 9.37084 22.57752
C 12.38835 9.41667 21.49560
O 12.06306 10.69993 20.97430
C 12.83184 11.06444 19.84361
N 13.88679 8.02463 22.96087
H 15.23702 9.95076 21.29212
H 15.41480 10.19923 23.04540
H 14.39540 11.27502 22.06770
H 13.06226 9.84699 23.51461
H 11.46382 9.07480 21.96286
H 12.59412 8.70026 20.68644
H 12.73170 12.14919 19.67874
H 12.38283 10.60495 18.94582
H 13.87438 10.84038 19.95939
H 14.59356 7.59646 22.35574
H 13.08241 7.43481 23.08714
C 15.46384 13.79910 24.13843
C 15.52964 15.23193 23.75152
O 15.56016 16.13446 24.88947
H 15.59281 13.13737 23.26601
H 14.46891 13.64694 24.62964
H 16.27075 13.62785 24.85248
H 14.60218 15.50452 23.20942
H 16.40141 15.42773 23.13625
H 16.25989 15.94095 25.49875
C 9.96766 9.75212 14.67736
C 9.31787 10.58384 15.74900
O 9.34576 9.96616 17.08724
H 9.93875 10.24871 13.68998
H 9.42907 8.80249 14.58863
H 11.03884 9.54692 14.85684
H 8.27050 10.57607 15.48504
H 9.71226 11.59520 15.75436
H 10.27757 9.84633 17.36545
C 7.84680 12.39788 19.21697
C 8.95737 11.72909 19.97342
O 9.87592 12.59255 20.61762
H 7.24253 13.04221 19.84680
H 7.23610 11.68413 18.65386
H 8.32380 12.95566 18.42341
H 9.48360 11.20663 19.17123
H 8.55605 11.01464 20.67918
H 10.73643 12.18440 20.81983
C 18.34861 13.61953 20.70043
C 18.15946 13.50182 19.18084
O 17.90227 12.13312 18.92930
H 18.47422 14.63805 21.01998
H 19.21286 13.04168 20.95002
H 17.45654 13.23920 21.19459
H 19.08044 13.87179 18.70424
H 17.31127 14.16016 18.96302
H 17.61766 11.96781 18.03961
O 17.25862 16.27280 16.99289
H 16.34133 16.50933 17.22721
H 17.28042 15.32971 17.13966
O 16.35940 13.64713 15.37755
H 16.96144 13.24773 14.77331
H 16.18040 14.53447 15.03284
O 12.63688 18.05620 18.69825
H 13.26797 18.48798 19.29980
H 11.86930 17.87998 19.24388
O 16.47428 16.43376 14.46851
H 16.09114 17.31787 14.22800
H 17.03909 16.62403 15.22609
O 13.12577 15.09324 14.25338
H 13.50949 14.31837 13.87522
H 12.76793 14.81980 15.12770
```

LUMO = 0.32 eV
molar mass = 898.317 g mol⁻¹
Kohn-Sham gap = 9.00 eV
energy above the lowest of the compared OMol25 structures with the same formula, charge and spin = 148.2 kJ/mol
total energy = -82318.5936 eV

=====

Entry from the OMol25 dataset: a 2-piece molecular cluster, C2H7NO3P overall (wB97M-V/def2-TZVPD).

Geometry as XYZ:
```
14
C2H7NO3P, DFT wB97M-V/def2-TZVPD
C 1.78859 1.61719 0.61812
C 1.74155 -0.65904 0.11998
N -1.80719 -1.47805 -0.52777
O -3.10932 0.68993 -0.25203
O -1.21532 0.34151 1.40586
O 2.30027 0.54910 0.07006
P -1.73018 0.15345 0.02010
H 0.76878 1.47747 0.96465
H -0.83586 0.69171 -1.06042
H 2.27653 2.46217 0.41412
H 0.77282 -0.75180 0.62101
H 2.33199 -1.41517 -0.59692
H -1.16559 -2.10847 -0.26892
H -2.11706 -1.56999 -1.52784
```

LUMO (spin up / spin down) = 3.71 / 3.72 eV
molar mass = 124.056 g mol⁻¹
Kohn-Sham gap (spin up / spin down) = 7.80 / 7.89 eV
energy above the lowest of the compared OMol25 structures with the same formula, charge and spin = 438.4 kJ/mol
total energy = -19108.1753 eV
total charge = -1

=====

Entry from the OMol25 dataset: an isolated molecule of C4H4ClF (wB97M-V/def2-TZVPD).

Geometry as XYZ:
```
10
C4H4ClF, DFT wB97M-V/def2-TZVPD
C 1.28907 0.36056 -0.29719
C 0.12924 -0.34399 0.46171
C -1.29379 -0.03881 0.12495
C -2.47789 -0.07821 -0.19185
H 1.07606 0.30161 -1.41539
H 0.23649 -1.36990 0.21539
H 0.29168 0.06113 1.44500
H -3.52373 -0.05340 -0.46041
F 1.42665 1.56819 0.14652
Cl 2.84622 -0.40719 -0.02874
```

LUMO = 0.90 eV
molar mass = 106.527 g mol⁻¹
Kohn-Sham gap = 11.21 eV
energy above the lowest of the compared OMol25 structures with the same formula, charge and spin = 112.2 kJ/mol
SMILES string = C#CC[C@@H](F)Cl
total energy = -19450.2939 eV

=====

Entry from the OMol25 dataset: an isolated molecule of C4H3N3O (wB97M-V/def2-TZVPD).

Geometry as XYZ:
```
11
C4H3N3O, DFT wB97M-V/def2-TZVPD
C 1.29940 -0.05006 0.03398
C -0.20537 1.37181 -0.00254
C -0.89590 0.21662 -0.21629
C -2.30030 -0.24851 -0.04701
H 2.23911 -1.56285 -0.14671
H -0.49168 2.41818 0.25920
H 0.13227 -1.69854 -0.50772
N 1.11773 1.20164 0.03864
N 0.11178 -0.72626 -0.28884
N -3.50950 -0.31348 0.43866
O 2.50245 -0.60855 0.43863
```

LUMO = -0.31 eV
molar mass = 109.088 g mol⁻¹
Kohn-Sham gap = 8.87 eV
energy above the lowest of the compared OMol25 structures with the same formula, charge and spin = 255.8 kJ/mol
SMILES string = N#Cc1cnc(O)[nH]1
total energy = -10710.9991 eV

=====

Entry from the OMol25 dataset: an isolated molecule of C20H17NO5 (wB97M-V/def2-TZVPD).

Geometry as XYZ:
```
43
C20H17NO5, DFT wB97M-V/def2-TZVPD
C -1.13072 1.36151 2.96785
H -2.04745 1.00876 3.45097
O -0.32365 0.28779 2.54722
C -0.83668 -0.60235 1.65281
C -2.09058 -0.50028 1.06547
C -2.51033 -1.47070 0.15898
C -1.69133 -2.54832 -0.14785
C -0.43244 -2.63328 0.42408
C -0.00519 -1.67148 1.31385
H 0.97260 -1.72276 1.76641
H 0.22114 -3.45124 0.16618
H -2.03221 -3.29317 -0.84921
C -3.82061 -1.34082 -0.53171
O -4.70997 -2.15003 -0.45670
C -3.95283 -0.08703 -1.40981
O -2.75659 0.20551 -2.09608
C -1.82368 0.99730 -1.47542
C -0.51367 0.53288 -1.46257
C 0.48081 1.27629 -0.84303
C 0.16789 2.51598 -0.28434
C -1.12840 2.98851 -0.33955
C -2.13345 2.23539 -0.92204
H -3.14325 2.61699 -0.95342
H -1.36350 3.95553 0.08134
H 0.93883 3.10050 0.19662
N 1.79036 0.81811 -0.72581
C 2.30176 -0.40586 -1.05386
O 1.69601 -1.30620 -1.59720
C 3.71891 -0.54252 -0.67758
C 4.56253 -1.61056 -0.84677
C 5.80670 -1.22077 -0.30741
C 5.63417 0.05077 0.15059
O 4.38076 0.47245 -0.06547
H 6.30462 0.73558 0.63192
H 6.70383 -1.80301 -0.26559
H 4.30656 -2.54447 -1.30176
H 2.42397 1.44963 -0.25315
H -0.29070 -0.42337 -1.90247
H -4.71900 -0.27246 -2.16801
H -4.28438 0.74276 -0.77262
H -2.75280 0.31566 1.30992
H -0.53285 1.91140 3.69311
H -1.38521 2.02136 2.13207
```

LUMO = 0.47 eV
molar mass = 351.358 g mol⁻¹
Kohn-Sham gap = 8.92 eV
energy above the lowest of the compared OMol25 structures with the same formula, charge and spin = 161.9 kJ/mol
SMILES string = COc1cccc(C(=O)COc2cccc(NC(=O)c3ccco3)c2)c1
total energy = -32742.5584 eV